Computed, not measured: an isolated molecule of C5H10O4S2, with ωB97M-V/def2-TZVPD.

Computed properties:
Electronic energy (Eh): -1293.7423
Max |F| (eV Å⁻¹): 4.31
E_HOMO (eV): -8.09
LUMO energy (eV): 0.22
HOMO-LUMO gap (eV): 8.314
Energy relative to the best compared isomer or geometry (same formula, charge and spin) (kcal/mol): 55.72
Spin multiplicity: 1
SMILES: O/C=C(\S)[C@H](O)[C@@H](O)[C@H](O)S

Geometry as XYZ:
```
21
Properties=species:S:1:pos:R:3:forces:R:3:lowdin_charge:R:1
C 0.8865 -0.3040 -0.9659 1.4 0.7 0.9 -0.318
C -0.5676 -0.5853 -0.6353 -0.4 -2.6 0.4 -0.333
C 1.8372 -0.2316 0.2312 1.3 0.6 1.8 -0.615
C -1.4841 0.2693 0.1855 0.1 1.3 -0.2 -0.532
C -2.5085 -0.3189 0.7990 -0.1 -0.5 0.0 -0.211
O 1.2200 0.9374 -1.5921 -0.2 -0.6 -2.3 -0.111
O -0.6104 -1.9190 -0.0439 3.0 -1.8 1.8 -0.125
O 1.4477 -0.8964 1.4282 0.6 -1.8 -1.2 -0.119
O -3.5186 0.3160 1.4527 0.0 -1.5 -0.1 0.021
S 2.3295 1.3558 0.9503 -1.4 1.0 1.6 0.841
S -1.4345 2.0685 -0.0081 0.6 -0.8 -0.5 0.793
H 1.2951 -1.1468 -1.5512 -0.7 0.2 0.0 0.163
H -1.1165 -0.8864 -1.5290 0.3 0.9 -0.7 0.156
H 2.8718 -0.4817 -0.0566 -0.8 -1.2 -0.2 0.106
H 3.1528 1.8542 0.0985 0.9 0.4 -1.3 -0.163
H -2.5876 -1.4152 0.7421 -0.2 0.8 0.4 0.139
H 1.5522 0.7093 -2.4927 -0.5 0.5 0.9 0.129
H 0.2127 -2.2161 0.6052 -3.0 2.1 -2.3 0.183
H 1.0006 -0.3193 2.0341 -0.5 0.7 0.3 0.063
H -3.3364 1.2386 1.4716 0.1 1.4 0.0 0.039
H -0.6419 1.9717 -1.1235 -0.5 0.3 0.7 -0.109
```
Forces are in eV/Å.


Computed, not measured: C5H10OOsP as an isolated structure, with ωB97M-V/def2-TZVPD.

Computed properties:
Electronic energy (Eh): -703.1840
Max |F| (eV Å⁻¹): 10.03
E_HOMO (alpha / beta) (eV): -10.43 / -13.81
Total charge: +1
LUMO energy (alpha / beta) (eV): -3.80 / -6.12
HOMO-LUMO gap (alpha / beta) (eV): 6.625 / 7.693
Energy relative to the best compared isomer or geometry (same formula, charge and spin) (kcal/mol): 2.80
Spin multiplicity: 5

Geometry as XYZ:
```
18
Properties=species:S:1:pos:R:3:forces:R:3:lowdin_spin:R:1
C 1.1540 0.3889 -1.1041 1.6 0.9 -2.1 0.501
C 0.1016 0.1393 -2.0633 1.8 -0.3 -4.0 0.152
C -0.4726 -1.1399 -1.9149 -0.5 -2.2 -2.3 0.103
C -0.1971 -1.8383 -0.7254 1.0 -3.9 -0.5 0.124
C 0.8604 -1.3263 0.0895 -0.1 -0.7 0.5 0.491
Os -0.4747 0.0820 -0.2187 -4.1 5.0 7.7 2.158
P -0.0861 2.1063 1.0073 -0.4 1.2 0.4 0.148
H 1.9766 1.0806 -1.1648 0.3 -0.3 0.3 0.041
H -0.2403 0.7345 -2.9165 0.7 0.0 0.2 0.026
H -1.1162 -1.5870 -2.6731 -0.5 0.5 0.5 0.012
H 1.4210 -1.7226 0.9634 -0.2 0.3 -1.1 0.041
H -0.8035 -2.7187 -0.4719 0.6 0.1 -0.3 0.023
H -1.0912 2.5013 1.9412 0.7 0.1 -0.3 0.024
H 0.2672 3.3551 0.3235 -0.1 -1.1 0.8 0.006
H 1.0277 1.7405 1.8351 -0.5 0.7 -0.3 0.020
O -0.8066 -0.1919 2.3752 0.8 -1.2 -0.1 0.111
H -1.4870 -0.8403 2.6153 -0.1 0.2 0.1 0.007
H -0.0331 -0.7634 2.1024 -1.1 0.7 0.8 0.013
```
Forces are in eV/Å.